The following is a quantum chemistry calculation of a structure of composition C14H35N6O6P3Pd, from OMol25.

Last column: natural (NBO) charge in e.
Atoms and positions in Å:
H  1.59837  -4.78128  -0.98094  0.225
H  1.22408  0.28724  6.90611  0.206
H  4.26467  -1.84001  -2.61524  0.503
N  0.77010  0.82141  2.87330  -0.744
H  -1.10023  2.98286  5.51280  0.208
H  -3.40087  2.26685  6.19146  0.211
O  -0.59002  -3.98744  -0.88951  -1.021
N  1.90161  -2.64396  0.74674  -0.749
H  -0.66971  3.31690  -4.00372  0.214
C  -0.36768  2.88678  3.17266  -0.677
H  0.10298  3.65965  3.78345  0.218
H  -0.79769  0.90456  -4.30796  0.424
H  -0.97372  -0.50230  6.05942  0.198
H  1.02165  -0.08690  3.25029  0.326
H  0.14333  0.25590  -2.33259  0.329
H  0.96688  -2.50418  1.17984  0.469
H  -2.34199  0.00830  -0.54689  0.257
H  -2.02761  4.03694  -0.74301  0.214
H  -0.27551  -0.94302  4.52235  0.201
C  -1.31545  1.93415  5.70582  -0.202
C  1.66695  -2.61918  -0.76225  -0.625
H  -1.44731  3.04278  3.20290  0.208
O  -0.65234  -1.76591  -2.13651  -1.159
C  -2.47804  0.55845  -3.13103  -0.072
P  -0.80619  1.88825  -0.70107  0.752
O  -0.57411  -1.85439  0.47566  -1.188
H  -3.03154  0.60837  5.70846  0.206
H  3.21505  -4.05718  -1.24062  0.222
H  1.95343  -3.89790  -2.45864  0.244
C  -2.80246  1.65692  5.51275  -0.619
H  -2.23091  2.76402  -4.67631  0.200
H  2.47939  -1.77880  0.91782  0.478
N  -3.18835  1.18627  -2.07000  -0.453
N  -1.21594  1.34604  -3.48867  -0.391
H  -3.08508  0.54466  -4.03947  0.190
O  2.19611  -0.53354  -2.56284  -1.142
N  -2.28220  3.35218  -2.68854  -0.455
N  -0.46358  1.10549  4.86936  -0.452
H  -0.58096  4.13268  -1.72610  0.217
H  1.36645  -1.38076  6.33887  0.209
H  -0.01624  2.97952  2.14882  0.260
C  -1.58937  2.77149  -3.79195  -0.048
C  0.01850  1.51039  3.64594  0.474
H  -4.01268  3.03389  -1.57166  0.207
O  2.92286  -0.41356  -0.01473  -1.163
C  1.17678  -0.35328  6.02418  -0.620
H  -3.10677  1.87830  4.48916  0.208
H  -4.12616  2.59156  -3.28683  0.193
O  4.13948  -1.86426  -1.66002  -1.014
C  -0.19336  1.28748  -2.37887  -0.592
H  1.97173  -0.04572  5.34478  0.217
P  -0.18462  -2.40524  -0.88345  2.362
H  -1.03824  1.75633  6.74881  0.192
H  -3.12797  1.48842  -0.00364  0.214
Pd  0.52757  0.37326  0.12990  0.151
C  -0.18746  -0.23524  5.35104  -0.213
C  -1.43646  3.49488  -1.48687  -0.537
H  -1.54159  -4.08638  -0.77795  0.501
H  0.65261  1.89812  -2.69776  0.230
C  -3.48267  2.56956  -2.40263  -0.065
H  -2.14063  -0.44018  -2.85221  0.285
C  -2.48678  1.06381  -0.78143  -0.551
H  2.35907  -3.49301  1.06321  0.408
C  2.14267  -3.92941  -1.38529  -0.640
P  2.71760  -1.14673  -1.32144  2.360

Atoms 1-6, force components in eV/Å:
0.00 0.00 0.00
0.01 0.00 0.00
0.03 -0.02 -0.02
0.16 -0.13 -0.16
-0.01 0.00 0.01
0.00 0.00 0.00

E in Eh: -2486.5375
Frontier orbital gap in eV: 6.64
Relative energy (zero: lowest compared OMol25 entry of this formula, charge and spin) in kcal per mole: 27.6



The following is a quantum chemistry calculation of a cluster of 2 separate species, C7H14N3O in total, from OMol25.

Last column: natural (NBO) charge in e.
Atoms and positions in Å:
H  -0.83003  -0.69446  0.81727  0.262
H  -6.74348  -1.51005  0.50910  0.280
H  0.10360  0.21043  -1.95370  0.211
H  2.91161  1.22863  -0.00834  0.265
C  1.74658  1.04667  -0.41081  -0.366
C  -5.75503  -0.93300  0.45414  0.165
O  1.70558  -1.01014  0.63660  -0.415
N  -2.71326  1.34723  -0.22189  -0.698
H  3.47210  -0.23076  1.46623  0.181
H  0.71932  2.75315  0.54860  0.209
H  3.16758  -2.07782  1.61493  0.228
H  3.71297  -1.34732  -0.00902  0.209
C  -1.48824  0.96105  -0.20814  0.310
C  0.13907  -0.64358  -1.11300  -0.224
H  -3.43409  0.59073  -0.36958  0.429
C  0.89586  1.72238  0.60967  -0.007
H  0.32453  1.08079  1.29573  0.227
C  -1.11091  -0.50845  -0.23799  -0.577
C  3.15816  -1.16348  0.94714  -0.274
H  1.73635  1.60827  -1.33121  0.260
H  -1.87643  -1.15951  -0.57127  0.232
N  1.49624  -0.36622  -0.53479  -0.154
N  -4.81869  -0.30518  0.60736  -0.416
H  0.28086  -1.65455  -1.65654  0.249
H  -2.97725  2.26850  -0.19094  0.413

Atoms 1-6, force components in eV/Å:
-0.29 -0.43 -0.40
2.07 1.10 -0.38
-0.12 -2.18 1.51
-2.67 -0.45 -0.88
2.41 1.16 2.63
-2.96 -1.55 0.65

E in Eh: -514.1207
Frontier orbital gap (spin up / spin down) in eV: 7.13 / 7.10
Relative energy (zero: lowest compared OMol25 entry of this formula, charge and spin) in kcal per mole: 181.4
Charge: +1



The following is a quantum chemistry calculation of a cluster of 10 separate species, C4H29NO10S in total, from OMol25.

Last column: natural (NBO) charge in e.
Atoms and positions in Å:
O  2.16294  1.58947  0.16663  -0.764
H  1.33442  2.20123  0.15321  0.510
H  -0.89689  -4.08390  -2.19487  0.222
S  -0.00530  -4.03326  -0.08419  -0.112
H  1.02479  -0.69204  -3.02336  0.195
H  -0.68585  3.16576  1.71935  0.489
O  -1.00958  0.32704  2.12060  -1.014
H  -1.68936  -0.07751  1.55135  0.518
H  -0.91437  -1.88903  -2.98973  0.210
C  2.08024  0.67940  -0.87938  0.095
O  0.10646  2.61760  1.50290  -1.009
H  -1.03030  2.19178  0.02580  0.486
H  -0.12968  1.98238  -2.66479  0.494
C  0.89062  -1.07244  -1.99930  -0.233
H  0.69003  -3.00436  0.49186  0.178
H  -1.17621  3.07197  -1.28009  0.505
O  2.17194  -1.99639  1.22533  -0.981
H  2.98394  -2.30494  1.60735  0.475
H  -3.33687  0.22014  -2.41749  0.483
H  -3.16009  1.16596  -1.15427  0.516
O  -3.61857  0.39639  -1.51243  -0.976
H  0.78419  0.28350  2.06017  0.489
C  -0.06887  -3.48525  -1.82910  -0.507
H  -1.17313  0.09448  3.02917  0.523
H  -0.21897  1.73768  1.86626  0.506
O  0.19569  2.89420  -2.63196  -0.956
H  -2.93576  -1.74436  0.87730  0.484
H  -3.08511  -0.52383  -0.06582  0.508
O  -3.07270  -0.79148  0.88688  -0.975
O  -1.63958  2.46243  -0.67904  -1.016
H  1.09516  2.83393  -2.33074  0.474
O  1.66881  0.37242  2.44705  -1.005
C  -0.31898  -1.98818  -2.04410  -0.432
H  0.32491  -0.05410  -0.27116  0.354
H  2.08790  1.12911  1.95016  0.515
H  2.17312  -1.06159  1.51773  0.497
H  -0.15968  1.60722  5.02835  0.477
H  2.57515  1.09444  -1.80125  0.140
H  -1.03713  -1.58009  -1.30754  0.211
H  2.80150  -0.14258  -0.56323  0.156
N  0.72485  0.18622  -1.15463  -0.663
H  0.88956  0.83095  4.12882  0.509
H  1.78904  -1.55835  -1.61439  0.198
O  -0.00995  0.83532  4.48514  -0.992
H  0.81768  -3.88735  -2.34857  0.214

Atoms 1-6, force components in eV/Å:
-2.23 2.13 -0.28
1.87 -1.19 0.20
-0.23 0.16 -0.24
0.06 0.46 0.31
0.59 -0.24 0.31
1.03 -0.16 -0.33

E in Eh: -1375.1390
SMILES: OCNCCCS.O.O.O.O.O.O.O.O.O
Frontier orbital gap in eV: 9.16
Relative energy (zero: lowest compared OMol25 entry of this formula, charge and spin) in kcal per mole: 11.4



The following is a quantum chemistry calculation of the ion C4H10NS with charge +1, from OMol25.

Last column: natural (NBO) charge in e.
Atoms and positions in Å:
C  0.77616  -0.38642  -0.03438  -0.115
H  0.38571  2.25881  0.29809  0.229
H  -0.70113  1.91964  1.64464  0.252
H  -0.31219  -1.95232  -0.05996  0.443
C  0.28295  0.24249  -1.32822  -0.437
S  -2.01122  -0.62494  0.46150  0.090
H  0.60803  1.26093  -1.57482  0.262
H  1.64536  0.15253  0.23952  0.257
H  1.09597  -2.29939  0.79315  0.453
C  -0.52113  0.33932  -0.03396  -0.154
N  0.75085  -1.87392  -0.04715  -0.699
H  -1.24862  2.36118  0.22623  0.252
H  -0.11831  -0.26743  -2.19818  0.246
H  -2.05632  -1.25946  -0.69694  0.120
H  1.20493  -2.20079  -0.93629  0.459
C  -0.48514  1.70374  0.55814  -0.657

Atoms 1-6, force components in eV/Å:
0.80 0.64 -1.89
1.10 0.06 -0.05
0.77 -1.34 -0.58
0.78 -1.02 0.10
-1.74 0.67 0.25
0.96 0.44 -0.43

E in Eh: -611.0342
SMILES: C[C@@]1(S)C[C@@H]1[NH3+]
Frontier orbital gap in eV: 10.43
Relative energy (zero: lowest compared OMol25 entry of this formula, charge and spin) in kcal per mole: 43.3
Charge: +1



The following is a quantum chemistry calculation of the molecule C5H8O, from OMol25.

Last column: natural (NBO) charge in e.
Atoms and positions in Å:
C  -0.54474  0.05226  -0.53732  -0.101
H  1.22473  -1.34923  0.55618  0.177
C  0.60675  0.56719  -1.27487  -0.113
H  -2.46018  -0.25166  1.82453  0.246
H  2.85355  -1.54258  -0.16832  0.193
H  -1.52703  1.18839  2.28617  0.239
C  -1.23529  0.40910  0.37339  0.056
C  1.81326  -1.28200  -0.37101  -0.253
H  -2.88462  1.34887  1.12162  0.238
H  1.40049  -1.98818  -1.10431  0.166
O  1.84519  0.03402  -0.86814  -0.531
C  -2.08653  0.70847  1.48197  -0.694
H  0.60621  1.61188  -0.98310  0.199
H  0.38821  0.49346  -2.33679  0.178

Atoms 1-6, force components in eV/Å:
0.41 0.77 0.38
0.15 -0.02 -0.21
-0.05 -0.06 -0.30
-0.44 0.08 0.39
-0.14 -0.06 0.02
-0.12 0.03 -0.02

E in Eh: -270.4389
SMILES: CC#CCOC
Frontier orbital gap in eV: 10.14
Relative energy (zero: lowest compared OMol25 entry of this formula, charge and spin) in kcal per mole: 74.7



The following is a quantum chemistry calculation of a cluster of 10 separate species, C4H29N2O9 in total, from OMol25.

Last column: natural (NBO) charge in e.
Atoms and positions in Å:
O  -1.05639  -2.64807  -2.19763  -0.991
H  -0.83411  -3.53583  -2.48887  0.495
O  -1.39940  -2.23763  0.61356  -1.023
H  0.04847  3.60158  -0.40880  0.222
H  0.52971  -1.79013  -1.70248  0.516
H  -3.56265  -1.76236  -2.47215  0.475
H  3.73397  -0.38865  -0.69652  0.496
O  -3.28281  -0.48913  1.60704  -1.003
H  3.65905  -2.19560  2.51791  0.500
H  1.11852  1.55741  2.63053  0.235
O  3.36972  -1.77795  1.70527  -0.980
H  0.87503  2.40607  -3.18384  0.172
H  0.50812  -0.07964  0.17212  0.481
H  -2.76583  1.22447  -1.00885  0.503
H  -2.05169  -0.95030  2.94026  0.514
H  0.62304  -0.46481  1.82517  0.453
H  -1.40186  -2.78380  -1.29586  0.519
H  -2.08821  -1.57560  0.44368  0.504
O  3.60522  0.55224  -0.78087  -0.985
N  0.99917  0.11037  1.05867  -0.712
H  -3.08879  0.39477  1.24078  0.514
H  -2.17868  -1.22139  -2.57755  0.487
H  -0.28849  1.54156  1.79958  0.220
H  1.96185  -0.22834  0.99099  0.460
O  -2.42544  1.34949  -0.11138  -0.971
H  -0.30834  0.95700  -3.07226  0.184
H  1.11484  -0.31011  -1.79804  0.486
H  -1.33750  -2.39278  1.56994  0.506
C  0.84362  2.88788  -0.61969  -0.246
N  0.20812  1.77527  -1.31343  -0.469
C  0.24814  1.75492  -2.57738  -0.037
C  0.78427  1.48629  1.58969  -0.235
H  3.13694  -2.42262  1.02891  0.489
H  1.63257  3.32459  -1.23566  0.196
H  -4.23589  -0.52210  1.62574  0.493
O  -3.09214  -0.92784  -2.38640  -0.972
O  1.07693  -1.10906  -1.25882  -0.998
H  1.50128  3.54078  1.09887  0.245
O  -1.20329  -1.36507  3.20469  -1.004
H  2.48618  2.17233  0.70418  0.238
H  -1.49210  1.10784  -0.22841  0.484
H  -1.40488  -2.06046  3.85701  0.491
H  3.96836  0.97620  -1.56295  0.495
C  1.46534  2.51821  0.75327  -0.444

Atoms 1-6, force components in eV/Å:
0.29 -0.45 0.27
0.01 -0.14 -0.31
0.39 -0.30 -0.98
-0.01 0.13 -0.21
-0.06 0.54 0.03
-0.30 0.09 -0.01

E in Eh: -956.2576
Frontier orbital gap in eV: 11.13
Relative energy (zero: lowest compared OMol25 entry of this formula, charge and spin) in kcal per mole: 9.9
Charge: +1



Q: What is the E in the first record?
A: -2486.5375 Eh